Density functional theory data (the ωB97M-V functional and the def2-TZVPD basis) for a structure of composition C40H24Cl3N10SeSiW.

The calculation puts the HOMO energy (spin up / spin down) at -8.82 / -8.82 eV. The value obtained for the calculated total energy is -6224.9477 hartree. The calculation puts the LUMO energy (spin up / spin down) at -4.42 / -4.42 eV. The charge is +1. The calculation puts the frontier orbital gap (spin up / spin down) at 4.399 / 4.399 eV.

Last column: Löwdin charge in e.
Cartesian coordinates (Å):
W  -0.45  0.28  0.33  1.08
Se  1.46  -0.16  -1.84  0.76
Cl  3.01  -1.98  1.27  0.34
Cl  1.53  1.63  0.95  0.10
Cl  0.69  -2.41  3.30  0.36
Si  1.02  -1.41  1.52  -0.06
N  -2.04  -2.75  -0.41  0.22
N  -1.47  -0.60  -1.31  -0.05
N  -1.83  -1.08  1.30  -0.05
N  -0.82  3.67  0.92  0.21
N  3.41  -2.23  -1.87  0.11
N  4.27  -0.39  -1.08  -0.09
N  -1.16  1.14  -2.98  0.20
N  -2.09  -0.13  3.49  0.23
N  -0.81  1.98  -0.78  -0.06
N  -1.28  1.48  1.87  -0.03
C  -2.16  -3.29  1.93  -0.15
C  6.56  -1.34  -0.54  0.01
C  -1.99  4.78  5.04  -0.05
C  -2.35  3.66  5.81  -0.05
C  -2.67  -3.07  4.29  -0.01
C  5.26  -1.36  -1.02  -0.19
C  -2.01  -1.87  -1.40  -0.26
C  7.28  -2.51  -0.63  -0.06
C  -1.17  2.87  1.91  -0.29
C  -1.59  4.65  3.73  0.01
C  -2.70  -4.45  4.36  -0.05
C  -2.43  -5.24  3.25  -0.05
C  -0.05  6.12  -2.74  -0.05
C  -0.63  3.28  -0.31  -0.32
C  -2.37  -2.49  3.07  -0.17
C  4.45  0.97  -0.68  -0.04
C  -2.33  2.39  5.28  0.01
C  -2.17  -4.68  2.01  0.00
C  5.45  -3.71  -1.65  0.00
C  -0.32  3.98  -3.84  0.01
C  -0.78  2.07  -2.17  -0.33
C  -1.92  2.24  3.96  -0.10
C  -3.26  -3.16  -3.28  0.00
C  -2.54  -2.11  -2.71  -0.09
C  -2.73  -0.79  -4.76  0.01
C  -3.42  -1.84  -5.31  -0.05
C  -0.46  3.41  -2.58  -0.10
C  -0.13  5.34  -3.90  -0.05
C  -1.78  1.10  3.12  -0.24
C  -0.17  5.55  -1.48  0.01
C  -0.38  4.18  -1.41  -0.09
C  -2.28  -0.94  -3.45  -0.10
C  4.70  -2.54  -1.55  -0.20
C  -2.12  -1.13  2.66  -0.33
C  -1.60  -0.05  -2.59  -0.32
C  3.15  -0.95  -1.56  -0.70
C  -3.68  -3.00  -4.58  -0.06
C  -1.94  -2.39  0.83  -0.33
C  -1.55  3.36  3.19  -0.09
C  6.74  -3.67  -1.18  -0.06
H  -0.37  3.36  -4.72  0.12
H  -3.80  -1.77  -6.32  0.11
H  8.30  -2.53  -0.26  0.11
H  -0.10  6.14  -0.58  0.12
H  -4.24  -3.80  -5.06  0.11
H  -3.48  -4.04  -2.70  0.12
H  5.03  -4.60  -2.08  0.12
H  -2.66  3.81  6.83  0.11
H  -2.03  5.76  5.49  0.11
H  -2.43  -6.32  3.35  0.11
H  -1.30  5.50  3.13  0.12
H  7.35  -4.56  -1.23  0.11
H  -0.04  5.82  -4.86  0.11
H  2.73  -2.85  -2.30  0.16
H  -1.96  -5.28  1.14  0.12
H  3.57  1.55  -0.96  0.04
H  -2.53  0.12  -5.30  0.12
H  0.10  7.18  -2.82  0.11
H  -2.93  -4.93  5.31  0.11
H  4.58  1.04  0.40  0.10
H  -2.62  1.53  5.86  0.12
H  6.99  -0.45  -0.11  0.12
H  -2.87  -2.45  5.16  0.12
H  5.32  1.40  -1.18  0.11

Density functional theory data (the ωB97M-V functional and the def2-TZVPD basis) for a structure of composition C40H26BrCaClF7N2O4PSSb.

The calculation puts the HOMO energy at -11.25 eV. The value obtained for the calculated total energy is -7340.6510 hartree. The calculation puts the LUMO energy at -3.08 eV. The charge is +1. The calculation puts the frontier orbital gap at 8.167 eV. Its energy relative to the best compared isomer or geometry (same formula, charge and spin) is 0.283 eV.

Last column: Löwdin charge in e.
Cartesian coordinates (Å):
Sb  0.65  1.31  0.80  1.48
Br  -1.34  -1.78  -3.80  0.86
Ca  0.53  -0.78  -1.63  0.80
Cl  2.91  -2.12  -1.95  0.65
S  0.15  1.59  -3.07  0.55
P  -1.76  -2.40  -0.53  1.03
F  -3.42  -4.97  -0.18  0.13
F  5.73  4.25  -1.25  0.07
F  -4.08  -6.78  -2.01  0.16
F  -3.49  -6.36  -4.62  0.17
F  2.61  -1.04  6.20  0.08
F  -3.34  5.86  2.12  0.08
F  -2.25  -4.10  -5.37  0.10
O  2.94  -0.97  -2.85  -0.39
O  1.74  -2.89  -2.33  -0.41
O  2.59  -1.56  -0.63  -0.45
O  4.11  -2.85  -1.95  -0.22
N  2.78  1.95  -3.46  0.11
N  1.37  3.70  -4.05  0.09
C  3.43  4.31  -0.80  -0.01
C  -5.20  0.43  0.56  -0.06
C  -3.18  -1.38  -0.07  -0.37
C  3.75  3.86  -4.37  -0.02
C  -1.58  -4.15  3.18  -0.06
C  -1.30  4.81  2.59  0.01
C  -2.38  -3.58  -1.77  -0.31
C  -2.08  -3.51  2.06  -0.09
C  -3.14  -5.47  -3.71  -0.13
C  -0.39  3.80  2.30  -0.10
C  2.20  -0.52  5.04  -0.27
C  -3.43  -5.69  -2.37  -0.13
C  0.86  -0.67  3.09  -0.12
C  1.28  -1.22  4.29  0.01
C  -3.06  -4.74  -1.43  -0.21
C  2.30  3.67  -0.31  -0.11
C  -5.36  -0.46  -0.49  -0.06
C  -2.46  4.89  1.85  -0.27
C  -0.66  2.88  1.29  -0.40
C  3.62  1.73  0.22  -0.12
C  0.06  -3.78  0.97  -0.10
C  -4.35  -1.36  -0.81  -0.07
C  -4.02  0.42  1.30  -0.08
C  -3.02  -0.48  0.99  -0.12
C  2.72  0.70  4.64  0.01
C  0.55  -4.44  2.09  -0.06
C  2.28  1.24  3.44  -0.12
C  4.64  3.64  -0.76  -0.30
C  -0.27  -4.62  3.20  -0.07
C  2.39  2.38  0.20  -0.39
C  4.76  2.36  -0.25  0.00
C  1.52  2.46  -3.56  -0.79
C  1.35  0.57  2.66  -0.39
C  -1.26  -3.32  0.95  -0.39
C  -2.49  -4.31  -4.09  -0.26
C  -1.84  2.99  0.56  -0.14
C  2.44  4.37  -4.44  -0.08
C  -2.12  -3.38  -3.13  -0.55
C  -2.75  4.00  0.83  0.00
C  3.88  2.61  -3.86  -0.03
H  0.70  -3.62  0.12  0.08
H  -2.22  -4.30  4.04  0.11
H  -3.89  1.11  2.12  0.11
H  0.15  -1.23  2.49  0.07
H  -2.06  2.28  -0.23  0.09
H  2.89  1.00  -3.11  0.09
H  -4.50  -2.05  -1.63  0.11
H  2.69  2.19  3.11  0.10
H  4.81  2.09  -3.75  0.15
H  1.57  -4.79  2.10  0.11
H  0.91  -2.17  4.63  0.11
H  0.11  -5.13  4.07  0.11
H  3.71  0.72  0.62  0.10
H  -6.27  -0.45  -1.07  0.11
H  -3.68  4.10  0.28  0.13
H  0.52  3.73  2.88  0.10
H  -1.11  5.53  3.37  0.13
H  -2.10  -0.48  1.57  0.09
H  1.35  4.19  -0.34  0.11
H  -5.99  1.13  0.81  0.11
H  -3.11  -3.16  2.05  0.11
H  3.39  5.32  -1.19  0.13
H  2.26  5.36  -4.83  0.13
H  5.73  1.88  -0.23  0.13
H  4.60  4.43  -4.71  0.12
H  3.44  1.21  5.26  0.13